DFT (the ωB97M-V functional and the def2-TZVPD basis) results for C6H8 in the gas phase.

Structure (SMILES) ... C#CC1CCC1
ΔE to the lowest compared entry with this formula, charge and spin ... 1.850 eV
Lowest unoccupied orbital energy ... 1.13 eV
Highest occupied orbital energy ... -9.71 eV
Net charge ... 0
HOMO-LUMO gap ... 10.84 eV

Atoms and positions in Å:
C -1.0287 -0.4333 -2.7992
C -0.7018 -0.2578 -1.6518
C -0.3909 0.2309 -0.3094
C -0.5608 -0.5867 1.0047
C 0.8494 -0.1353 1.4585
C 1.0779 0.5477 0.0895
H -1.3734 -0.4914 -3.8080
H -1.0090 1.1237 -0.2478
H -1.3786 -0.2145 1.6293
H -0.6842 -1.6647 0.8791
H 0.8523 0.5540 2.3104
H 1.5370 -0.9547 1.6785
H 1.8185 0.0511 -0.5429
H 1.3106 1.6161 0.1279

Forces on atoms 1 to 6 (eV/Å):
C 0.1 0.1 0.5
C -0.1 -0.1 -0.4
C -0.2 0.2 -0.1
C -0.2 -0.1 0.0
C 0.1 -0.1 0.1
C 0.1 0.1 -0.1



DFT (the ωB97M-V functional and the def2-TZVPD basis) results for C6H8 in the gas phase.

ΔE to the lowest compared entry with this formula, charge and spin ... 3.540 eV
Lowest unoccupied orbital energy (alpha / beta) ... 0.43 / 0.43 eV
Highest occupied orbital energy (alpha / beta) ... -7.54 / -7.54 eV
Net charge ... 0
HOMO-LUMO gap (alpha / beta) ... 7.97 / 7.97 eV

Atoms and positions in Å:
C 0.1077 -1.5090 0.6247
C 0.6787 -0.5766 -0.4055
C -0.6539 -0.0750 -0.9527
C -0.8077 1.2953 -0.5967
C 0.1343 1.6070 0.3799
C 0.9436 0.5023 0.5881
H -0.5342 -2.3193 0.2791
H 0.7039 -1.7792 1.4973
H 1.4741 -0.8581 -1.1087
H -1.1587 -0.6067 0.0820
H -1.0964 -0.5209 -1.8414
H -1.6803 1.8951 -0.8376
H 0.1484 2.5169 0.9707
H 1.7405 0.4283 1.3208

Forces on atoms 1 to 6 (eV/Å):
C 0.1 -0.3 0.1
C -0.1 0.1 0.0
C 0.1 0.1 -0.3
C 0.0 -0.1 0.0
C 0.0 -0.1 0.0
C 0.1 0.2 0.0



Calculated strongest force on any atom, 0.472, 0.350 eV/Å (same order as the records).